This record from the OMol25 dataset describes a molecular structure, C34H46Cl2N3O2P2RuS. The level of theory is ωB97M-V with the def2-TZVPD basis set.

The HOMO energy (alpha / beta) comes out at -10.1 / -10.5 eV. As for the spin multiplicity: 5. The calculation puts the strongest force on any atom at 1.55 eV/A. The calculation puts the HOMO-LUMO gap (alpha / beta) at 7.3 / 5.4 eV. The energy above the lowest of the compared OMol25 structures with the same formula, charge and spin is 0.0000 eV. As for the charge: +1.

Atoms and positions in Å:
Ru 0.7508 0.2711 0.5087
C -0.0073 2.7427 -2.9914
C 0.1954 1.2392 -3.1211
C -1.1394 0.4998 -3.1890
P 1.2928 0.5551 -1.7711
C 2.9803 1.2235 -2.2078
C 3.2012 2.5592 -1.4919
C 4.0779 0.2289 -1.8395
C 1.3014 -1.1840 -2.3161
C 1.8741 -1.6064 -3.5038
C 1.8071 -2.9369 -3.8853
C 1.1322 -3.8504 -3.0856
C 0.5151 -3.4431 -1.9235
C 0.5774 -2.0956 -1.5136
N 0.0578 -1.6451 -0.3448
C -0.9648 -2.2364 0.3308
C -2.0668 -2.8361 -0.2934
C -3.1279 -3.2780 0.4700
C -3.1088 -3.1449 1.8513
C -2.0154 -2.5728 2.4887
C -0.9398 -2.1329 1.7457
P 0.5594 -1.2600 2.2858
C 0.5818 -0.8996 4.1105
C -0.4934 0.1108 4.4953
C 0.5051 -2.1543 4.9828
C 1.9233 -2.5145 1.9396
C 3.1985 -2.2719 2.7376
C 1.4425 -3.9541 2.1022
H -0.7187 3.0813 -3.7435
H 0.9248 3.2784 -3.1538
H -0.4024 2.9918 -2.0081
H 0.7550 1.0252 -4.0426
H -1.6767 0.5818 -2.2466
H -0.9979 -0.5542 -3.4246
H -1.7537 0.9365 -3.9766
H 2.9788 1.3927 -3.2913
H 3.4708 2.3867 -0.4517
H 2.3029 3.1734 -1.5088
H 4.0066 3.1100 -1.9716
H 3.9988 -0.0510 -0.7889
H 5.0519 0.6895 -1.9888
H 4.0245 -0.6762 -2.4418
H 2.3841 -0.8934 -4.1345
H 2.2728 -3.2549 -4.8013
H 1.0852 -4.8895 -3.3706
H -0.0036 -4.1668 -1.3144
H -2.1040 -2.8833 -1.3713
H -3.9925 -3.6989 -0.0190
H -3.9571 -3.4677 2.4346
H -2.0336 -2.4583 3.5606
H 1.5667 -0.4283 4.2495
H -1.4869 -0.3090 4.3641
H -0.4291 1.0006 3.8727
H -0.3694 0.3999 5.5370
H -0.3544 -2.7702 4.7344
H 0.4119 -1.8537 6.0252
H 1.3978 -2.7674 4.9013
H 2.1713 -2.3620 0.8738
H 3.0554 -2.5003 3.7873
H 3.5420 -1.2457 2.6403
H 3.9881 -2.9176 2.3578
H 1.0986 -4.1536 3.1118
H 2.2736 -4.6228 1.8877
H 0.6350 -4.1845 1.4128
Cl 2.8480 0.8043 1.3913
Cl -6.9449 4.1294 1.9386
C -5.5113 3.2240 1.6291
C -4.9751 3.2107 0.3476
C -3.8213 2.4952 0.0994
C -3.2036 1.7862 1.1253
C -3.7540 1.7991 2.4030
C -4.9028 2.5187 2.6597
C -1.9175 1.0796 0.8875
O -1.3997 0.4279 1.8272
O -1.3526 1.1810 -0.2274
H -5.4527 3.7621 -0.4460
H -3.3842 2.4844 -0.8868
H -3.2642 1.2505 3.1927
H -5.3288 2.5456 3.6504
S 0.3560 2.8673 1.7499
C 1.7993 3.6400 2.1355
N 2.5158 3.4642 3.2468
C 3.7263 4.2647 3.2489
C 3.5664 5.1280 1.9825
N 2.3596 4.5886 1.3838
H 2.3805 2.6977 3.8796
H 4.6079 3.6218 3.2003
H 3.7813 4.8701 4.1562
H 4.4151 5.0175 1.3032
H 3.4384 6.1882 2.2147
H 1.9242 4.9726 0.5643

---

This record from the OMol25 dataset describes a molecular structure, C34H46CrF5GeNO3SSbTe. The level of theory is ωB97M-V with the def2-TZVPD basis set.

The HOMO energy (alpha / beta) comes out at -4.9 / -5.8 eV. As for the spin multiplicity: 5. The calculation puts the strongest force on any atom at 2.22 eV/A. The calculation puts the HOMO-LUMO gap (alpha / beta) at 7.0 / 7.9 eV. The energy above the lowest of the compared OMol25 structures with the same formula, charge and spin is 0.0000 eV. As for the charge: -1.

Atoms and positions in Å:
Cr 8.9964 15.1954 11.0982
F 12.3026 14.9205 9.7824
Te 12.1094 16.4032 10.9406
F 13.4065 17.3073 9.7157
F 8.4969 16.2833 12.4561
F 10.7922 14.9578 11.8142
F 13.6085 15.7168 11.9076
O 10.2698 16.8270 10.0585
S 4.7213 14.6239 9.0871
C 6.1249 14.9564 9.8132
N 7.1693 15.1265 10.3425
C 10.5794 20.3767 11.6878
C 10.7880 20.2670 10.2141
C 12.2225 19.9534 9.8909
C 10.3831 21.5731 9.5595
Sb 9.3081 18.7129 9.7035
C 6.8146 19.8384 13.1935
C 5.8980 18.8658 12.6030
C 7.9346 19.4051 14.0569
C 6.2588 21.2275 13.3922
C 9.3522 18.4192 7.5673
C 7.9359 18.0150 7.2052
C 9.7268 19.6612 6.8023
C 10.3157 17.3600 7.1167
H 11.2790 21.1327 12.1125
H 10.7558 19.4335 12.2058
H 9.5551 20.6440 11.8698
H 12.8792 20.8400 10.0244
H 12.3556 19.7424 8.8622
H 12.6000 19.1168 10.4413
H 11.0503 22.3861 9.8662
H 9.3581 21.8869 9.7884
H 10.5196 21.5243 8.4646
H 6.3927 17.8965 12.4905
H 5.4045 19.1500 11.6549
H 5.0045 18.6959 13.2275
H 8.2276 18.3889 13.8939
H 7.6338 19.4937 15.1391
H 8.8078 20.0634 14.0048
H 5.6907 21.6255 12.5310
H 7.0774 21.9497 13.4957
H 5.6374 21.2308 14.2510
H 7.1811 18.7365 7.5156
H 7.6620 17.0464 7.5999
H 7.8648 17.8978 6.1031
H 9.1132 20.5446 6.9972
H 9.6598 19.6037 5.6757
H 10.7144 20.0182 6.9652
H 10.0757 16.4096 7.6094
H 11.3256 17.6997 7.3872
H 10.2458 17.2050 5.9806
O 9.7731 13.7240 9.7919
C 9.5690 12.8726 10.6745
O 8.8103 13.2521 11.6326
C 10.2684 11.5306 10.6085
C 11.2689 11.5015 11.7941
Ge 10.4949 11.6341 13.6132
C 9.2357 10.1322 13.6907
C 9.4482 8.9273 14.3457
C 8.5902 7.8419 14.2459
C 7.4349 7.9886 13.4752
C 7.1672 9.2123 12.8516
C 8.0458 10.2660 12.9803
C 11.9090 11.4201 14.9128
C 11.5333 10.9567 16.2088
C 12.5163 10.6683 17.1450
C 13.8528 10.9796 16.9032
C 14.1871 11.5706 15.6913
C 13.2308 11.7660 14.6992
C 9.6956 13.3246 14.2668
C 8.2971 13.4673 14.2565
C 7.6987 14.6705 14.5868
C 8.4743 15.7102 15.0506
C 9.8524 15.5685 15.0891
C 10.4772 14.3736 14.7305
H 10.7896 11.4778 9.6659
H 9.4930 10.7223 10.6118
H 11.9588 12.3483 11.6979
H 11.9117 10.6390 11.7317
H 10.3228 8.7601 14.9309
H 8.8272 6.9413 14.7385
H 6.7548 7.1536 13.2945
H 6.2282 9.2582 12.2716
H 7.8398 11.2020 12.4227
H 10.5079 10.7894 16.5021
H 12.2602 10.2579 18.0793
H 14.6000 10.6735 17.6288
H 15.1972 11.9164 15.4893
H 13.5485 12.1928 13.7181
H 7.7073 12.6848 13.9088
H 6.6405 14.7858 14.4818
H 8.0398 16.6737 15.3246
H 10.4404 16.4694 15.3917
H 11.5451 14.2043 14.7888

---

This record from the OMol25 dataset describes a molecular structure, C34H47As2BN8PSr. The level of theory is ωB97M-V with the def2-TZVPD basis set.

The HOMO energy (alpha / beta) comes out at -13.0 / -13.0 eV. As for the spin multiplicity: 2. The calculation puts the strongest force on any atom at 14.21 eV/A. The calculation puts the HOMO-LUMO gap (alpha / beta) at 8.1 / 3.8 eV. As for the charge: +2.

Atoms and positions in Å:
Sr 0.4611 0.4627 0.0554
C -0.2892 3.7188 -3.0399
C 0.7853 3.2214 -2.1359
C 2.1342 3.6545 -2.0545
C 2.6864 2.9077 -1.0631
N 1.7203 2.0440 -0.5630
N 0.5515 2.2701 -1.2588
B 1.5607 2.0233 0.9622
N 2.1161 0.7546 1.5449
C 3.3349 0.8045 2.1821
C 3.3631 -0.1969 3.1042
C 2.1051 -0.8369 2.9959
C 1.5998 -2.0327 3.7307
N 1.3791 -0.2632 2.0556
N 0.0696 2.1205 1.1333
C -0.4334 3.3689 0.8964
C -1.7157 3.3685 1.3648
C -1.9117 2.0641 1.8901
C -3.1571 1.5017 2.4859
N -0.8126 1.3283 1.7276
N 2.1673 3.2108 1.7381
C 1.8271 3.4282 3.0395
C 2.4065 4.6096 3.4160
C 3.0923 5.0682 2.2689
C 3.9241 6.2972 2.1097
N 2.9352 4.2132 1.2670
H -0.3376 4.8058 -2.9879
H -0.0878 3.4428 -4.0764
H -1.2514 3.3024 -2.7456
H 2.6060 4.4248 -2.6404
H 3.6723 2.9011 -0.6333
H 4.0544 1.5605 1.9160
H 4.1721 -0.4325 3.7746
H 1.3672 -1.7775 4.7651
H 0.6989 -2.4125 3.2493
H 2.3578 -2.8157 3.7548
H 0.1877 4.1317 0.4606
H -2.4235 4.1787 1.3247
H -3.4550 2.0867 3.3556
H -3.9758 1.5599 1.7655
H -3.0163 0.4651 2.7852
H 1.2135 2.7222 3.5786
H 2.3451 5.0981 4.3737
H 4.2435 6.6750 3.0781
H 4.8013 6.0868 1.5008
H 3.3588 7.0846 1.6085
C -0.1447 -4.0894 0.5255
As 0.4981 -2.3626 -0.2553
C 2.3790 -2.7603 0.2453
C 0.6563 -3.0598 -2.1014
C 1.0863 -4.3483 -2.4129
C 1.1845 -4.7516 -3.7334
C 0.8676 -3.8726 -4.7629
C 0.4516 -2.5864 -4.4672
C 0.3363 -2.1804 -3.1410
As -0.0560 -0.3384 -2.6104
C -1.3305 0.1493 -4.0587
C 1.5707 0.3412 -3.5102
H 0.6051 -4.8517 0.3466
H -1.1018 -4.3676 0.0894
H -0.2689 -3.9373 1.5957
H 2.7088 -3.6706 -0.2446
H 2.4198 -2.8672 1.3254
H 3.0111 -1.9241 -0.0574
H 1.3510 -5.0452 -1.6283
H 1.5135 -5.7555 -3.9669
H 0.9577 -4.1917 -5.7925
H 0.2191 -1.8986 -5.2721
H -0.8349 0.7743 -4.7964
H -2.1697 0.7012 -3.6354
H -1.6976 -0.7611 -4.5265
H 1.5156 0.0901 -4.5662
H 2.4380 -0.1481 -3.0678
H 1.6557 1.4170 -3.3906
C -4.5860 -0.5092 -1.1803
P -3.0029 -1.3037 -0.7769
C -2.8086 -2.6241 -2.0191
C -3.2616 -2.1575 0.8018
C -4.4031 -2.9418 0.9755
C -4.6072 -3.5856 2.1834
C -3.7021 -3.4257 3.2259
C -2.5827 -2.6235 3.0625
C -2.3551 -1.9896 1.8525
H -5.3090 -1.2911 -1.4184
H -4.4753 0.1451 -2.0461
H -4.9363 0.0779 -0.3330
H -3.6425 -3.3151 -1.8832
H -1.8598 -3.1385 -1.8794
H -2.8326 -2.2034 -3.0246
H -5.1267 -3.0673 0.1796
H -5.4842 -4.2044 2.3161
H -3.8816 -3.9184 4.1718
H -1.8974 -2.4857 3.8890
H -1.4979 -1.3422 1.7122

---

This record from the OMol25 dataset describes a molecular structure, C34H47Br5N2O4ReSi2. The level of theory is ωB97M-V with the def2-TZVPD basis set.

The HOMO energy (alpha / beta) comes out at -7.1 / -7.5 eV. As for the spin multiplicity: 4. The calculation puts the strongest force on any atom at 0.78 eV/A. The calculation puts the HOMO-LUMO gap (alpha / beta) at 5.7 / 6.0 eV. The energy above the lowest of the compared OMol25 structures with the same formula, charge and spin is 0.0939 eV.

Atoms and positions in Å:
Re -0.7463 0.1271 -1.3939
Br 1.4451 -1.1474 -7.8638
C 0.8306 -1.3526 -6.0937
C 0.6130 -2.6190 -5.5608
Br 0.9412 -4.1651 -6.5882
C 0.1670 -2.7529 -4.2412
Br -0.1413 -4.4212 -3.4256
C -0.0359 -1.6298 -3.4628
O -0.4508 -1.6711 -2.1890
C 0.2151 -0.3517 -3.9885
O 0.0421 0.6753 -3.1558
C 0.6194 -0.2170 -5.3049
Br 0.8759 1.5375 -5.9423
C 0.6299 3.2073 0.2145
C -0.7091 3.2783 -0.4541
C -1.4230 4.4493 -0.5781
C -2.6335 4.4355 -1.2863
C -3.1133 3.2883 -1.8653
C -2.3501 2.1128 -1.7172
N -1.1936 2.1491 -0.9912
N -2.5387 0.8688 -2.1786
Si -3.6974 0.3193 -3.3742
C -3.3622 -1.4825 -3.6877
C -5.4267 0.5256 -2.6916
C -3.4801 1.3176 -4.9349
H 0.6648 3.8692 1.0798
H 1.4054 3.5367 -0.4812
H 0.8649 2.1853 0.5109
H -1.0414 5.3622 -0.1434
H -3.1981 5.3551 -1.3845
H -4.0390 3.2709 -2.4217
H -3.0659 -2.0000 -2.7723
H -2.5684 -1.6258 -4.4242
H -4.2644 -1.9651 -4.0719
H -5.5252 -0.0331 -1.7576
H -6.1604 0.1310 -3.3995
H -5.6884 1.5660 -2.4887
H -2.4589 1.2096 -5.3106
H -3.6661 2.3824 -4.7765
H -4.1671 0.9722 -5.7123
C 0.0782 2.3278 3.9914
C -0.5172 0.9193 4.1180
C -1.8979 0.9664 3.4575
C -0.6935 0.5821 5.6221
Si 0.6025 -0.4866 3.5283
Br -1.8981 -0.7916 0.5804
C 2.4561 -0.1426 3.5953
C 3.3830 -1.3348 3.3112
C 2.8547 0.9983 2.6444
C 2.7080 0.2847 5.0648
C 0.0117 -2.2617 3.6772
C -1.5050 -2.4639 3.7795
C 0.6320 -2.7686 5.0046
C 0.5342 -3.0938 2.4918
H -0.6401 3.0317 4.4217
H 0.2218 2.6054 2.9477
H 1.0204 2.4614 4.5202
H -2.5257 1.6613 4.0248
H -2.4039 0.0050 3.4244
H -1.8292 1.3303 2.4348
H -1.3196 1.3660 6.0577
H 0.2464 0.5706 6.1778
H -1.2037 -0.3672 5.7865
H 3.3103 -1.6638 2.2798
H 3.2188 -2.1787 3.9798
H 4.4074 -0.9893 3.4815
H 2.7114 0.7006 1.6069
H 3.9204 1.1990 2.7894
H 2.3153 1.9264 2.8310
H 2.4416 -0.4965 5.7821
H 2.2019 1.2049 5.3519
H 3.7828 0.4581 5.1655
H -1.9474 -1.9589 4.6391
H -1.6833 -3.5357 3.9083
H -2.0239 -2.1532 2.8765
H 0.2871 -2.2023 5.8737
H 1.7202 -2.7745 5.0063
H 0.3000 -3.8014 5.1408
H 0.0411 -2.8054 1.5630
H 0.3021 -4.1445 2.6915
H 1.6072 -3.0055 2.3383
O 2.6511 -1.4185 0.3297
C 2.0747 -0.7962 -0.5497
O 0.9808 -0.1206 -0.2933
C 2.6661 -0.7331 -1.9222
C 3.0561 -1.9135 -2.5453
C 3.6334 -1.8730 -3.8047
C 3.8581 -0.6507 -4.4252
C 3.4954 0.5294 -3.7906
C 2.8853 0.4878 -2.5459
H 2.8809 -2.8588 -2.0464
H 3.8996 -2.7951 -4.3067
H 4.3024 -0.6187 -5.4125
H 3.6606 1.4808 -4.2792
H 2.5588 1.4032 -2.0667

---

This record from the OMol25 dataset describes 4 unconnected molecules or ions with the total composition C34H47ClF3N2O15PS. The level of theory is ωB97M-V with the def2-TZVPD basis set.

Its SMILES is CCCc1c(CCCCCCOC(C)=O)c(COCOCCO)c2nc([PH2]=S)c(COC)nc2c1Cl.O=C1OC[C@@H](F)O1.O=C1OC[C@@H](F)O1.O=C1OC[C@@H](F)O1. The HOMO energy comes out at -7.8 eV. The calculation puts the strongest force on any atom at 8.51 eV/A. The calculation puts the HOMO-LUMO gap at 6.8 eV.

Atoms and positions in Å:
C -2.8422 -2.3034 3.1787
C -2.0393 -1.5570 1.9165
C -0.8707 -2.5689 1.3707
C 0.5808 -1.9152 1.7734
C 1.1307 -0.5706 0.9469
C 0.2260 0.1366 -0.2470
C 0.0556 -0.7863 -1.5946
C -1.4164 -0.5784 -2.3501
C -2.4750 -1.7996 -2.0728
C -4.0231 -1.4637 -2.6074
C -5.1398 -1.5238 -1.3837
O -5.8334 -0.2413 -1.1483
C -5.0135 0.6879 -0.3501
C -5.1943 1.0077 1.2521
O -4.0399 1.3801 -0.9899
C 2.6199 0.0103 1.4384
C 3.2814 1.3503 0.6952
O 3.1035 2.4623 1.6417
C 2.0244 3.3771 1.2374
O 1.1277 3.5634 2.4249
C 0.1723 4.6588 2.1865
C -1.2587 4.2615 2.9466
O -0.9147 3.6594 4.2453
C 3.5140 -0.7019 2.6481
N 4.8495 -0.0871 2.9529
C 5.5728 -0.7604 4.0856
P 7.2869 0.0184 4.5751
S 7.1584 1.2233 6.1040
C 4.9344 -2.0346 4.8705
C 5.8291 -2.6477 6.1436
O 5.2526 -2.2647 7.4421
C 6.0841 -2.9527 8.4486
N 3.6320 -2.7317 4.5907
C 2.9673 -2.0028 3.4568
C 1.4689 -2.5837 2.9924
Cl 0.7839 -4.0678 3.9369
H -2.0585 -2.7333 3.9496
H -3.5264 -3.1550 2.7328
H -3.5130 -1.4591 3.6848
H -1.4983 -0.5914 2.3329
H -2.8588 -1.2882 1.1235
H -1.0818 -3.6262 1.8408
H -0.8592 -2.7229 0.2005
H -0.8313 0.4532 0.1993
H 0.7198 1.1591 -0.6077
H 0.8570 -0.3737 -2.3773
H 0.3293 -1.9239 -1.4429
H -1.8263 0.4960 -2.0791
H -1.1865 -0.5882 -3.5154
H -2.5821 -1.9988 -0.9236
H -2.1319 -2.8311 -2.5608
H -4.3018 -2.3674 -3.3323
H -3.9832 -0.4323 -3.1589
H -5.9531 -2.3473 -1.6472
H -4.6806 -1.8488 -0.3467
H -4.4816 0.3596 1.9509
H -4.8446 2.1335 1.4138
H -6.3074 0.9635 1.6336
H 4.4585 1.2165 0.5610
H 2.8559 1.5379 -0.3794
H 1.3823 3.0182 0.3273
H 2.5273 4.4305 1.0302
H 0.5627 5.6302 2.7590
H 0.0049 4.9287 1.0556
H -1.9046 5.2349 3.1618
H -1.9217 3.5699 2.2736
H -1.7315 3.5227 4.8107
H 7.7553 0.7858 3.4140
H 8.1896 -1.1027 4.7705
H 6.9774 -2.4555 6.0316
H 5.6884 -3.8302 6.0592
H 7.0582 -2.2750 8.5813
H 6.4814 -4.0112 8.0814
H 5.5218 -3.1447 9.4676
C 1.5677 2.1109 -6.0404
C 0.3082 1.6093 -5.4210
O 0.7612 0.7046 -4.4395
C 1.9844 1.1726 -4.0636
O 2.5692 0.8238 -3.0515
O 2.4734 2.0874 -4.9555
F -0.4328 0.9251 -6.3212
H 1.9380 1.4566 -6.8367
H 1.4604 3.1231 -6.4396
H -0.3018 2.3879 -4.9505
C 5.0369 3.5049 -9.8930
C 4.8542 2.9145 -8.5366
O 3.5562 2.3672 -8.5876
C 3.3622 2.0362 -9.8951
O 2.4783 1.2937 -10.2892
O 4.2843 2.6321 -10.7113
F 4.8741 3.8753 -7.5857
H 4.6294 4.5184 -9.9723
H 6.0859 3.5236 -10.2006
H 5.5756 2.1288 -8.2882
C -9.1215 -3.4974 0.4548
C -9.3954 -2.0890 0.8584
O -8.3304 -1.7827 1.7296
C -7.2908 -2.5536 1.3033
O -6.1281 -2.3732 1.6250
O -7.7090 -3.5499 0.4642
F -10.5520 -2.0026 1.5530
H -9.5164 -4.2274 1.1694
H -9.5158 -3.7298 -0.5381
H -9.4063 -1.3775 0.0258